(1)
97
Properties=species:S:1:pos:R:3:forces:R:3 method="wB97M-V/def2-TZVPD" e_lumo_ev="2.2 / 1.8" total_energy_ha=-3583.04895 s_squared=6.14 charge=-1 gap_ha="0.168 / 0.156" multiplicity=5
Fe -0.245685 0.089333 -1.547478 0.52 -0.31 0.19
C 3.562986 -3.602309 3.243145 0.10 0.00 -0.08
C 4.437897 -3.478968 2.026015 -0.19 0.00 0.06
C 5.646083 -4.155863 1.950623 0.22 0.00 -0.08
C 6.473526 -4.051411 0.841139 -0.10 0.02 0.01
C 6.089959 -3.230803 -0.208515 0.12 -0.09 -0.03
C 4.897194 -2.534299 -0.151260 -0.22 0.12 0.12
C 4.045970 -2.665946 0.952114 0.22 -0.04 -0.15
N 2.837952 -1.956168 1.035457 0.07 -0.13 0.02
C 1.926633 -1.679009 0.011414 -0.43 0.07 -0.38
N 2.010940 -2.515260 -1.053356 0.40 -0.01 0.47
C 1.294027 -2.560093 -2.270990 -0.41 0.05 -0.75
C 0.391343 -1.559483 -2.597245 0.38 -0.79 0.16
C -0.194082 -1.678209 -3.870642 0.20 -0.01 0.11
C 0.014432 -2.751124 -4.720843 -0.08 0.20 0.01
C 0.920894 -3.736305 -4.330946 -0.04 0.09 0.02
C 1.595581 -3.647339 -3.126416 0.20 -0.14 0.17
C 2.623495 -4.695990 -2.763157 -0.16 0.08 0.00
N 1.028562 -0.747053 0.130001 -0.15 0.23 0.02
C 0.870087 -0.135305 1.428000 -0.07 -0.14 0.34
C 2.038790 0.703960 1.856557 0.08 0.16 -0.11
C 2.108054 1.370492 3.006721 0.05 0.09 0.05
C 1.032226 1.427142 4.041472 0.01 -0.29 -0.12
C -0.899054 0.359200 3.920165 0.03 0.08 -0.02
C -0.928384 -0.422366 2.591109 -0.12 -0.11 0.03
C -2.214809 -1.175288 2.332589 0.12 0.09 0.02
H 3.926342 -4.394904 3.894932 -0.01 -0.01 0.02
H 2.529591 -3.821308 2.966373 -0.01 0.03 0.04
H 3.563966 -2.672976 3.819977 0.02 -0.10 -0.01
H 5.952249 -4.780877 2.781655 -0.06 -0.01 0.02
H 7.405031 -4.599911 0.798536 0.01 0.00 0.01
H 6.728995 -3.119851 -1.075383 -0.01 0.01 0.00
H 4.625313 -1.858381 -0.951274 -0.06 -0.03 -0.04
H 2.575935 -1.627401 1.949333 0.03 0.00 -0.04
H 2.704803 -3.233259 -0.952047 0.07 -0.07 0.04
H -1.296715 -0.463952 -5.205912 0.08 -0.05 -0.05
H -0.490536 -2.800975 -5.681085 0.04 -0.06 -0.02
H 1.123681 -4.570953 -4.993698 0.01 -0.01 0.02
H 2.691295 -5.435613 -3.560548 0.04 -0.03 0.03
H 2.359070 -5.227015 -1.841203 0.05 -0.02 -0.01
H 3.623116 -4.270048 -2.625257 0.02 -0.01 0.01
H 2.870978 0.753019 1.162081 -0.02 0.04 0.00
H 3.004582 1.943772 3.219321 0.02 0.00 -0.07
H 1.344734 2.067398 4.862653 -0.05 0.03 -0.02
H -1.807055 0.273681 4.511733 0.01 -0.02 0.00
H -3.017975 -0.455087 2.186746 -0.05 0.02 -0.01
H -2.435146 -1.821784 3.187073 -0.01 -0.04 -0.03
H -2.109846 -1.793740 1.438842 -0.03 0.01 -0.01
O -2.963715 1.675174 1.446478 -0.03 -0.13 -0.11
C -1.969718 2.494931 1.432609 0.29 -0.11 0.19
C -2.262112 3.935685 1.940026 0.22 -0.10 -0.11
C -1.219254 4.842899 1.292871 -0.04 -0.08 0.17
C -0.968851 4.187845 -0.051356 0.18 0.20 -0.07
O -0.375441 4.675890 -1.010790 0.07 -0.04 0.09
N -1.518225 2.965840 -0.012547 -0.61 0.24 -0.32
H -2.300585 4.002873 3.017151 0.00 0.03 0.15
H -3.259685 4.162143 1.558155 0.02 -0.04 -0.03
H -0.291252 4.879635 1.871631 0.04 -0.02 -0.07
H -1.550011 5.871985 1.155281 0.05 0.02 -0.10
C -4.288979 0.743334 -3.018853 -0.55 0.00 -0.01
N -3.437198 0.966758 -1.862713 0.79 0.14 -0.06
C -2.980375 -0.213494 -1.149276 0.09 -0.18 0.49
C -2.773134 2.111286 -1.788577 -0.99 -0.14 -0.32
N -1.496015 2.167063 -1.180899 0.49 0.11 0.89
N -3.429369 3.203740 -2.215280 0.41 0.35 0.46
C -4.792147 3.445755 -1.779852 -0.28 -0.11 -0.22
C -2.716088 4.369348 -2.705680 0.06 0.25 -0.07
H -3.972670 -0.172549 -3.518182 0.10 -0.01 0.06
H -4.200228 1.572652 -3.717594 0.03 -0.10 0.04
H -5.338379 0.640125 -2.726730 0.03 -0.05 0.02
H -3.805101 -0.925312 -1.093994 -0.05 0.08 0.02
H -2.698408 0.084454 -0.138239 -0.04 -0.01 0.01
H -2.142966 -0.720364 -1.666489 -0.19 0.07 -0.10
H -0.866263 2.687055 -1.802562 0.08 -0.35 -0.32
H -5.193258 2.555867 -1.301219 0.01 0.08 0.01
H -5.423551 3.722724 -2.628003 -0.01 -0.05 0.00
H -4.811074 4.264428 -1.054326 0.10 0.00 -0.02
H -2.592775 5.135633 -1.936952 -0.07 -0.08 -0.02
H -3.276721 4.791804 -3.541321 -0.06 -0.08 -0.01
H -1.733642 4.079708 -3.066695 -0.08 0.01 -0.01
N -1.182903 3.554261 5.270303 -0.03 0.02 -0.12
C -0.912695 2.817302 4.428120 -0.19 0.19 0.22
C -0.429019 1.787873 3.534665 0.06 -0.24 -0.31
C 0.466539 0.039184 4.569382 -0.07 -0.02 0.18
C 1.007158 -1.141885 3.867008 0.22 0.29 0.07
C 0.389489 -1.224364 2.543552 -0.21 -0.01 -0.29
N -0.470227 0.510927 1.528768 0.20 0.00 0.03
C -0.582927 1.893720 1.992434 -0.52 0.22 -0.04
H 0.488826 -0.017599 5.658033 0.04 0.02 -0.02
H 2.007297 -1.499973 4.087147 -0.20 -0.11 0.06
H 0.331770 -2.218529 2.096191 0.00 0.02 -0.01
H 0.232783 2.478496 1.568654 0.08 0.00 0.12
N -2.566016 2.213444 -5.991241 -0.03 -0.08 0.12
C -2.022747 1.900896 -5.006024 0.05 -0.15 -0.40
N -1.445027 1.681640 -3.847733 -0.18 0.55 0.00
C -0.930624 0.519326 -3.412803 -0.13 0.14 -0.37
N -0.971535 -0.560960 -4.251093 0.00 0.34 0.10

=====

(2)
90
Properties=species:S:1:pos:R:3:forces:R:3 method="wB97M-V/def2-TZVPD" e_lumo_ev=1.3 total_energy_ha=-2863.65934 charge=-1 gap_ha=0.173 e_above_lowest_ev=0.570 multiplicity=1
K 0.714425 -0.408337 -1.008948 -0.48 1.02 0.77
C -2.835352 2.071441 0.368124 -0.05 -0.12 0.09
C -2.227519 2.738408 -0.680789 -0.08 0.08 -0.06
C -0.864431 2.990531 -0.632729 0.13 0.06 0.06
C -0.099513 2.563144 0.450947 0.18 0.23 -0.05
C -0.709240 1.830993 1.464348 -0.11 0.05 0.12
C -2.075067 1.608905 1.434428 -0.03 0.02 -0.06
P 1.645457 3.154629 0.489466 0.07 0.06 0.13
C 1.397897 4.630956 1.605859 0.00 -0.10 -0.08
C 0.786271 4.571896 2.858535 0.00 0.09 -0.01
C 0.632202 5.710423 3.633059 -0.03 -0.01 0.07
C 1.094424 6.938211 3.175628 0.03 0.01 -0.01
C 1.713770 7.013638 1.938927 0.02 0.07 0.03
C 1.861160 5.868401 1.165141 -0.01 -0.06 -0.06
C 2.451106 1.935518 1.584087 0.37 0.04 0.30
C 3.232640 2.320920 2.677655 -0.16 0.10 -0.12
C 3.954414 1.360970 3.374214 0.09 0.03 0.09
C 3.891445 0.034430 2.969213 0.00 -0.17 0.00
C 3.111246 -0.322687 1.868278 0.09 0.28 0.23
C 2.377352 0.610787 1.123149 -0.41 -0.26 -0.41
H -3.900128 1.887249 0.357133 -0.13 -0.04 -0.04
H -2.814801 3.075574 -1.527663 0.02 0.00 0.01
H -0.369083 3.541853 -1.424474 -0.04 -0.06 -0.07
H -0.113432 1.443335 2.281852 0.06 0.01 -0.02
H -2.555051 1.061455 2.233975 -0.02 -0.08 0.04
H 0.430294 3.625569 3.238754 -0.03 -0.12 -0.01
H 0.152369 5.641204 4.602785 0.00 -0.01 -0.01
H 0.977313 7.827106 3.784218 -0.01 0.00 -0.01
H 2.086658 7.965758 1.579139 -0.01 -0.02 -0.03
H 2.341453 5.930702 0.194925 0.00 -0.01 0.00
H 3.278314 3.363813 2.981755 0.06 -0.06 0.06
H 4.567866 1.649076 4.221643 -0.01 -0.01 0.00
H 4.459709 -0.719195 3.511013 -0.01 0.02 0.00
H 3.090407 -1.374457 1.575301 0.07 -0.01 0.03
C 2.032526 -3.845555 -1.766429 -0.06 0.13 -0.19
C 1.724401 -2.958436 -3.000767 0.13 -0.39 -0.19
C 0.388986 -3.460714 -3.612907 0.15 0.07 0.09
C 2.834763 -3.247044 -4.046672 -0.20 -0.01 0.13
O 1.653071 -1.647081 -2.660002 0.47 -0.75 -0.91
H 2.009743 -4.911907 -2.017471 0.03 -0.03 0.09
H 1.290386 -3.649683 -0.988900 0.01 -0.04 0.01
H 3.020791 -3.592070 -1.375433 -0.02 0.03 0.05
H 0.390759 -4.545076 -3.770944 -0.05 0.00 -0.04
H 0.220352 -2.963725 -4.571334 -0.06 0.03 0.02
H -0.430465 -3.200614 -2.936353 -0.02 -0.02 0.00
H 2.836816 -4.305272 -4.331439 0.09 0.02 -0.07
H 3.812342 -2.996445 -3.628247 0.00 0.00 0.01
H 2.667223 -2.638228 -4.938737 0.00 0.01 0.00
C -7.124262 -0.404844 -1.394877 -0.12 0.06 -0.14
O -6.063282 -1.240789 -0.989261 0.04 -0.01 -0.02
C -5.741682 -1.262463 0.337531 0.14 0.04 -0.12
C -6.415019 -0.564400 1.320212 -0.09 0.15 0.05
C -6.008505 -0.665488 2.645944 0.07 -0.04 0.03
C -4.951254 -1.491674 2.979707 -0.06 0.09 0.09
C -4.284263 -2.204155 1.995525 0.14 -0.06 -0.27
C -4.649945 -2.081749 0.661199 -0.05 0.15 0.45
N -4.108272 -2.842612 -0.373312 0.25 -0.05 -0.40
C -3.049550 -3.683636 -0.363996 0.12 0.05 0.21
C -1.860025 -3.596317 0.317757 -0.31 0.18 -0.12
C -1.126070 -4.813433 0.508741 0.36 -0.32 0.10
C 0.021666 -4.847017 1.221863 -0.30 -0.35 -0.19
C 0.542626 -3.639085 1.775536 -0.09 0.51 0.00
C -0.050493 -2.441750 1.549878 0.51 -0.10 0.38
C -1.230628 -2.319268 0.725372 -0.44 0.20 -0.22
O -1.625352 -1.221306 0.313827 -0.26 -0.45 0.23
H -7.126055 -0.424224 -2.481969 -0.01 -0.02 0.01
H -6.978618 0.625553 -1.062987 0.05 -0.02 0.02
H -8.085979 -0.774506 -1.026386 0.03 0.02 0.04
H -7.252852 0.071119 1.068918 0.03 -0.03 -0.03
H -6.522881 -0.094608 3.407262 -0.01 -0.01 0.00
H -4.636102 -1.585875 4.010513 0.00 -0.01 -0.02
H -3.487064 -2.881528 2.264679 0.11 0.07 -0.01
H -4.674835 -2.845382 -1.208334 -0.10 -0.14 0.09
H -3.210641 -4.569053 -0.973547 0.04 -0.03 -0.08
H -1.543667 -5.727091 0.098316 0.03 0.00 -0.01
H 0.549569 -5.778748 1.372516 0.00 0.00 -0.02
H 1.453644 -3.674439 2.360350 0.01 0.01 0.01
H 0.376596 -1.523536 1.941575 0.02 0.02 -0.09
C 4.933209 2.430634 -2.881707 -0.12 -0.03 0.04
N 4.232298 1.205924 -3.195318 0.24 0.19 0.02
C 5.023854 -0.000786 -3.240187 -0.10 -0.04 0.09
C 2.878231 1.148779 -3.133164 -0.20 -0.02 -0.09
O 2.159368 2.118365 -2.933880 0.01 -0.08 -0.08
H 5.712349 2.619273 -3.625475 0.00 0.00 0.00
H 5.398480 2.368633 -1.892515 0.00 0.03 0.00
H 4.214780 3.246736 -2.882549 0.01 0.00 0.03
H 5.876649 0.140134 -3.909462 -0.02 -0.03 -0.04
H 4.411659 -0.825796 -3.599116 -0.02 0.01 0.04
H 5.402635 -0.259215 -2.244826 0.02 -0.01 -0.03
H 2.483416 0.129256 -3.287664 0.02 -0.01 0.04

=====

(3)
92
Properties=species:S:1:pos:R:3:forces:R:3 method="wB97M-V/def2-TZVPD" e_lumo_ev="-3.3 / -3.3" total_energy_ha=-2282.90238 charge=+1 gap_ha="0.220 / 0.220" e_above_lowest_ev=1.803 multiplicity=1
Ba -0.786387 -2.135059 -0.772358 -0.21 0.47 0.11
C -2.689926 3.475137 -0.517390 0.02 0.06 -0.11
C -3.357314 2.712154 0.431152 -0.07 0.00 0.02
C -3.421996 1.333910 0.304184 0.08 -0.03 -0.01
C -2.819724 0.693537 -0.782008 -0.08 0.18 -0.02
C -2.150813 1.469846 -1.729298 -0.05 -0.08 0.00
C -2.090092 2.848915 -1.599150 -0.03 0.06 -0.01
N -2.841329 -0.704274 -0.915718 -0.66 0.23 0.07
C -3.973319 -1.333158 -1.197316 0.00 -0.13 -0.18
C -5.208084 -0.669642 -1.504909 -0.12 0.10 -0.05
C -6.299424 -1.361646 -1.923833 0.13 0.04 0.08
C -6.288807 -2.780174 -2.028303 -0.04 -0.16 0.04
C -5.165724 -3.463542 -1.702036 0.02 -0.02 0.02
C -3.980389 -2.779559 -1.294472 -0.72 0.13 -0.04
N -2.822244 -3.415632 -1.050673 -1.52 -1.78 -0.37
N -2.798727 -4.699754 -1.116401 -1.14 0.11 -0.03
C -1.570469 -5.308171 -1.073960 0.57 -0.24 0.02
C -1.561056 -6.706496 -0.945532 0.00 0.15 0.06
C -0.363398 -7.376923 -1.029769 -0.05 0.09 -0.04
C 0.808256 -6.650421 -1.247191 0.09 -0.03 0.08
C 0.720884 -5.277801 -1.314296 0.12 -0.11 -0.06
N -0.431328 -4.604264 -1.226116 -0.19 -1.21 -0.20
H -2.650685 4.553299 -0.430397 -0.03 0.00 0.04
H -3.855491 3.196965 1.261850 0.04 -0.01 0.02
H -3.958491 0.732346 1.028564 0.01 0.03 0.03
H -1.735468 0.980633 -2.603600 0.01 -0.01 0.01
H -1.595286 3.439554 -2.361152 0.02 -0.01 0.01
H -5.241993 0.408449 -1.432747 0.00 0.00 -0.04
H -7.200052 -0.822640 -2.190105 0.00 0.02 0.03
H -7.176345 -3.300166 -2.360803 0.01 -0.01 0.01
H -5.122119 -4.541563 -1.754796 -0.02 0.00 -0.04
H -2.502038 -7.210856 -0.781923 0.00 -0.03 -0.07
H -0.337347 -8.454873 -0.943957 0.03 0.00 0.00
H 1.764496 -7.141982 -1.351609 0.00 0.01 0.02
H 1.610778 -4.673562 -1.468004 0.01 -0.04 0.03
C 3.012241 -0.508148 3.197392 -0.01 -0.12 0.04
C 2.296213 -1.559898 2.352005 -0.01 0.21 -0.19
C 3.223487 -2.064136 1.242954 -0.17 -0.02 0.11
P 0.617065 -0.991874 1.748796 0.15 -0.31 1.70
C -0.440584 -1.343103 3.275742 0.04 0.34 -0.12
C -1.867455 -0.847100 3.001153 0.11 -0.19 -0.02
C -0.018461 -1.065589 4.722086 0.04 -0.14 -0.08
C 0.732581 0.824804 1.514453 0.01 -0.10 -0.16
C 0.227450 1.598712 2.563022 0.04 0.09 -0.04
C -0.040795 2.954457 2.473182 -0.04 0.08 -0.06
C -0.587505 3.714895 3.645630 0.07 -0.02 0.02
C 0.186763 3.576112 1.252068 0.02 -0.04 0.11
C 0.758214 2.875775 0.216209 0.09 -0.12 -0.21
C 1.086618 1.521731 0.330663 -0.42 0.03 0.40
N 1.902524 0.995931 -0.723848 -0.12 -0.07 -0.06
C 2.677761 1.896135 -1.548593 0.32 0.25 -0.32
C 3.634801 2.722916 -0.960116 -0.02 -0.17 0.11
C 3.995015 2.646935 0.499425 -0.07 0.00 -0.01
C 4.294090 3.639496 -1.768654 0.03 0.02 -0.05
C 4.061526 3.720326 -3.133197 -0.01 -0.06 0.00
C 4.795380 4.705780 -3.996591 -0.05 -0.05 0.04
C 3.132677 2.849545 -3.695232 0.06 0.03 0.09
C 2.422246 1.938772 -2.929608 -0.13 0.01 0.15
C 1.402354 1.062209 -3.609618 0.01 0.02 0.13
H 3.938946 -0.933729 3.587832 0.02 0.06 0.05
H 2.409513 -0.165850 4.037139 0.05 0.04 -0.01
H 3.270304 0.365834 2.596552 -0.01 -0.03 0.00
H 2.041806 -2.418054 2.984161 -0.05 0.03 0.01
H 3.642650 -1.235248 0.671759 0.02 -0.01 -0.06
H 2.699325 -2.727287 0.555638 0.07 -0.04 -0.05
H 4.052464 -2.617634 1.686050 0.03 0.03 -0.01
H -0.457977 -2.438040 3.177809 0.00 0.01 -0.03
H -1.916374 0.240390 2.960064 -0.06 0.01 0.00
H -2.546448 -1.189877 3.783463 -0.01 -0.01 -0.01
H -2.238291 -1.229331 2.044935 -0.08 0.07 0.01
H -0.036456 -0.010955 4.992704 0.02 0.00 0.02
H 0.971534 -1.462246 4.945068 -0.01 0.02 0.01
H -0.724176 -1.573723 5.382917 0.01 0.03 0.03
H 0.040272 1.115729 3.507194 -0.10 -0.02 -0.04
H -1.302659 3.111239 4.204553 -0.02 0.03 0.01
H -1.077890 4.631086 3.320376 -0.03 -0.01 0.02
H 0.215528 3.995400 4.330675 -0.01 0.00 0.01
H -0.066007 4.619905 1.117671 -0.01 0.00 -0.03
H 0.949616 3.387546 -0.716006 0.09 -0.01 -0.02
H 3.801493 1.660710 0.920378 0.02 0.02 -0.03
H 3.427385 3.374916 1.082054 -0.02 -0.01 0.03
H 5.053228 2.868627 0.626890 0.00 0.00 0.02
H 5.019144 4.304043 -1.313144 0.05 -0.04 0.00
H 5.577795 5.212195 -3.435177 0.01 0.03 -0.03
H 4.106503 5.455508 -4.388539 0.03 0.03 -0.01
H 5.249437 4.197205 -4.847256 0.03 0.04 -0.01
H 2.949077 2.888019 -4.762694 -0.01 0.00 0.00
H 1.191579 1.443990 -4.606613 -0.01 -0.01 0.01
H 0.463768 1.038775 -3.052590 0.00 -0.02 0.02
H 1.768912 0.040561 -3.706892 -0.02 -0.04 -0.02
O 1.118999 -1.014114 -0.640916 3.56 2.53 -0.50
N 1.994277 -0.232901 -1.091263 0.28 -0.18 -0.38